Molecular formula: C4H26BO21
Method: DFT, the ωB97M-V functional and the def2-TZVPD basis

The geometry in XYZ format:
```
52
Properties=species:S:1:pos:R:3:forces:R:3
O 2.04935 -2.24346 -1.74973 -2.01 0.88 2.04
C 1.69335 -1.27346 -1.04773 2.38 -2.61 -4.48
O 0.54435 -0.82146 -0.69773 -1.06 0.56 0.25
B 0.74235 0.64454 -0.52373 1.00 0.00 -0.46
O 2.26035 0.80754 -0.55073 -4.48 5.77 0.42
C 2.73735 -0.27646 -0.81973 6.09 -3.95 3.37
O 3.89335 -0.56046 -0.46073 -1.23 -0.51 -1.85
O 0.20635 1.19554 0.70727 2.04 -3.53 -0.23
C -0.26865 2.30254 0.36927 -2.39 5.05 5.05
O -0.61465 3.12654 1.19627 -0.03 0.18 -0.53
C -0.57065 2.38954 -1.00773 -4.86 -0.43 -4.49
O 0.08935 1.43954 -1.58973 1.41 -1.18 -0.84
O -1.61965 2.84654 -1.50873 3.27 0.26 1.31
O -3.28265 4.21754 0.23827 -2.64 -0.44 -1.90
H -2.58465 4.35954 0.80527 2.37 0.66 2.32
H -2.88865 3.65354 -0.43373 -0.01 0.06 -0.19
O -2.50165 -0.54846 -0.77873 -1.30 0.37 0.54
H -2.16365 -1.44046 -0.78673 0.61 -0.93 -0.75
H -3.46365 -0.68646 -0.65273 0.58 0.37 -0.22
O 0.61235 -3.45246 0.54727 0.30 0.05 -0.08
H 1.40535 -3.51646 -0.00473 0.05 -0.66 -0.15
H 0.84835 -2.67746 1.06227 -0.43 0.21 0.52
O 1.60735 2.72054 2.70927 1.26 2.85 1.48
H 1.02735 3.41554 3.09227 1.07 -0.24 -0.36
H 0.94235 2.12954 2.49627 -1.71 -2.56 -0.89
O -3.25765 1.10354 -2.88173 -0.17 -0.26 0.01
H -3.00265 1.93654 -2.46573 0.10 -0.24 -0.13
H -2.84065 0.41254 -2.33473 -0.19 0.44 -0.33
O 1.01535 -4.16146 -3.52473 -1.37 -2.37 -0.50
H 0.50935 -4.90146 -3.06573 1.39 1.85 -0.57
H 1.28335 -3.47046 -2.92773 0.01 0.26 0.98
O -0.89265 -0.96246 -3.49873 -0.58 1.63 -1.28
H -0.51765 -1.48646 -2.82673 0.55 -1.23 1.33
H -0.95965 -0.07546 -3.10873 0.00 -0.29 -0.36
O 3.67035 -4.25546 -0.39173 0.25 -0.88 0.91
H 4.31635 -3.98846 0.26427 0.28 -0.49 0.53
H 3.58135 -3.42146 -0.80573 -0.55 1.53 -1.50
O 0.39035 0.13554 3.40827 -0.08 -0.21 -0.54
H -0.08265 0.76854 3.92327 -0.05 0.80 1.36
H -0.28165 0.06354 2.72027 0.02 -0.90 -0.65
O -2.20165 5.23754 2.94327 -1.03 0.38 -0.27
H -2.03965 6.15854 3.14227 0.02 0.28 0.01
H -1.42465 4.78354 3.21527 1.00 -0.67 0.21
O 3.87735 0.60054 2.85827 -0.31 1.39 0.45
H 3.21335 1.31854 2.76027 0.56 -0.35 0.33
H 3.51135 -0.06846 2.30527 -0.21 -0.94 -0.69
O -1.18265 -3.02246 -1.61673 -1.68 0.99 -1.16
H -1.17165 -3.74446 -2.23973 0.08 -0.19 -0.18
H -0.65765 -3.22546 -0.87673 1.52 -0.80 1.73
O -1.68265 -0.95046 1.74427 0.26 -0.78 1.08
H -1.85265 -1.90746 1.75927 0.14 0.55 0.03
H -2.02065 -0.62846 0.91027 -0.23 0.28 -0.67
```
Positions in Å, forces in eV/Å.

The charge is -1. The value obtained for the orbital gap is 9.78 eV. The calculation puts the HOMO energy at -8.1 eV. As for the total energy: -1773.1895 a.u.


Molecular formula: C5H8N2
Method: DFT, the ωB97M-V functional and the def2-TZVPD basis

The geometry in XYZ format:
```
15
Properties=species:S:1:pos:R:3:forces:R:3
C -1.27960 -1.24644 0.44821 -0.12 -0.07 0.01
N -0.08513 -0.56022 0.01175 0.08 0.20 0.04
C 1.20005 -0.99978 0.28765 0.04 -0.01 0.01
C 2.06414 0.03115 0.06138 -0.01 -0.03 -0.02
C 1.29089 1.15598 -0.36172 -0.07 0.03 -0.05
C -0.02305 0.75264 -0.38709 0.13 -0.13 0.06
N -1.17557 1.42543 -0.82542 0.03 0.04 0.16
H -1.90745 -0.57452 1.04574 0.05 -0.11 -0.08
H -1.87222 -1.64392 -0.38304 0.11 0.08 0.08
H -0.97793 -2.06824 1.10095 -0.10 0.06 -0.15
H 1.36488 -2.02444 0.59156 0.00 0.20 0.04
H 3.13909 -0.00941 0.17618 -0.17 0.01 -0.05
H 1.65293 2.14062 -0.62596 -0.04 -0.16 -0.02
H -2.02084 1.14619 -0.34470 0.06 0.01 0.01
H -1.07153 2.43025 -0.76098 0.01 -0.14 -0.03
```
Positions in Å, forces in eV/Å.

Its SMILES is Cn1cccc1N. The value obtained for the orbital gap is 8.20 eV. The calculation puts the HOMO energy at -7.3 eV. As for the total energy: -304.8188 a.u.


Molecular formula: C39H41AsBrGeIrN3O4
Method: DFT, the ωB97M-V functional and the def2-TZVPD basis

The geometry in XYZ format:
```
91
Properties=species:S:1:pos:R:3:forces:R:3
Ir 1.73562 0.13390 0.07687 -0.18 -0.52 0.68
O 1.82196 -1.32181 1.38334 0.00 0.37 -0.06
C 2.62523 -1.21409 2.46133 -0.01 -0.08 -0.12
C 2.15412 -1.75415 3.65731 -0.02 -0.06 0.07
C 2.92943 -1.71604 4.79988 -0.06 -0.01 0.00
C 4.19120 -1.12834 4.77897 0.01 0.00 -0.02
C 4.67154 -0.59592 3.59984 0.01 0.00 -0.03
C 3.90965 -0.63923 2.42891 0.04 0.06 -0.04
C 4.45514 -0.12179 1.18249 0.01 0.05 -0.02
N 3.75705 0.24866 0.11478 -0.01 -0.01 0.08
C 4.64107 0.63752 -0.87267 -0.06 0.01 0.01
C 5.89927 0.50778 -0.38615 0.02 -0.01 0.05
N 5.76262 0.03060 0.89756 0.04 0.00 -0.01
H 1.17006 -2.20451 3.65983 0.00 0.00 -0.01
H 2.54569 -2.13753 5.71913 0.00 0.00 0.00
H 4.78860 -1.08161 5.67813 0.00 0.00 0.00
H 5.64395 -0.11785 3.59552 0.00 0.00 0.00
H 4.30625 0.99480 -1.83134 0.00 0.00 0.00
H 6.85866 0.71721 -0.82446 0.00 0.00 0.00
H 6.51921 -0.20511 1.52018 0.00 0.01 0.00
C 3.01784 5.36610 -0.14372 0.00 0.00 -0.01
C 2.37488 4.24812 -0.91359 0.00 -0.01 0.04
C 1.88571 4.41009 -2.20952 -0.01 -0.04 -0.03
C 1.28136 3.35454 -2.86045 0.03 0.04 0.01
C 1.17037 2.13593 -2.21157 -0.07 -0.15 -0.11
Br 0.29184 0.73234 -3.07353 -0.05 0.07 -0.03
N 1.66543 1.94964 -0.98158 -0.08 -0.32 -0.02
C 2.24665 2.99506 -0.35184 0.03 0.06 0.00
H 3.05135 6.27726 -0.73660 0.00 0.00 0.00
H 4.03909 5.10982 0.13921 0.00 0.00 0.00
H 2.46278 5.57800 0.77034 0.00 0.00 0.00
H 1.96998 5.36951 -2.70463 0.00 0.00 0.00
H 0.87310 3.45770 -3.85466 0.00 0.00 0.00
H 2.60939 2.80170 0.64877 -0.01 -0.03 0.00
O 1.02393 1.19529 1.64710 0.04 0.25 0.03
C -0.18245 0.74484 1.44534 0.05 0.03 0.01
O -0.29583 0.06283 0.38770 -0.17 -0.01 0.03
C -1.24531 0.94619 2.45849 -0.02 -0.06 0.02
C -2.72280 0.82728 2.04825 0.05 0.05 0.00
Ge -3.39566 0.06100 0.34800 0.08 0.00 -0.01
C -5.33180 0.17909 0.47046 0.07 -0.06 0.00
C -6.07606 -0.90693 0.93102 -0.04 0.06 0.00
C -7.45568 -0.81309 1.05385 0.02 -0.02 0.00
C -8.10203 0.36685 0.71516 -0.02 0.00 0.01
C -7.37202 1.45288 0.25332 0.01 0.02 -0.01
C -5.99288 1.35879 0.13015 -0.04 -0.02 0.03
C -2.87365 1.26616 -1.10360 0.02 0.05 0.05
C -3.46238 1.15890 -2.36410 0.00 -0.02 -0.01
C -3.23723 2.11277 -3.34720 0.05 0.00 -0.02
C -2.42069 3.20417 -3.08278 0.01 0.00 0.02
C -1.83043 3.33225 -1.83315 -0.11 0.03 0.05
C -2.05792 2.36988 -0.85671 -0.03 0.05 -0.04
C -2.93765 -1.82599 0.13114 0.06 0.03 -0.01
C -2.35395 -2.55378 1.16657 -0.01 0.05 0.03
C -2.16199 -3.92523 1.06395 0.02 -0.04 0.00
C -2.54442 -4.59362 -0.09153 0.05 -0.02 0.01
C -3.11489 -3.88382 -1.13942 -0.02 0.04 0.02
C -3.31622 -2.51407 -1.02160 -0.02 -0.01 -0.02
H -1.02744 1.89519 2.95209 -0.01 0.01 0.01
H -1.00055 0.18394 3.21026 0.01 -0.01 -0.01
H -3.16768 1.82455 2.06007 0.00 0.01 -0.04
H -3.25123 0.28465 2.83298 -0.01 -0.02 -0.01
H -5.58044 -1.83597 1.19123 0.00 -0.01 -0.01
H -8.02653 -1.66048 1.41056 0.00 0.00 0.00
H -9.17766 0.43922 0.80788 0.00 0.00 0.00
H -7.87816 2.37142 -0.01374 0.00 0.00 0.00
H -5.43325 2.21065 -0.24151 0.00 0.00 0.00
H -4.14225 0.34184 -2.57875 0.00 0.00 0.01
H -3.71916 2.01811 -4.31187 0.00 0.00 0.00
H -2.27138 3.96603 -3.83767 0.00 0.00 -0.01
H -1.22259 4.20008 -1.60497 -0.03 0.01 0.01
H -1.61881 2.51716 0.12625 -0.03 0.02 -0.02
H -2.07447 -2.05660 2.09005 0.02 0.03 0.00
H -1.74496 -4.47704 1.89829 0.00 0.00 -0.03
H -2.42445 -5.66774 -0.16444 0.01 0.02 0.00
H -3.43998 -4.40172 -2.03301 0.01 0.00 0.00
H -3.81099 -1.99016 -1.83178 0.03 0.02 -0.02
C 4.23956 -2.89880 -0.47922 0.01 -0.01 -0.02
As 2.73381 -2.64958 -1.62962 -0.21 0.16 0.02
C 1.47719 -4.05919 -1.41559 -0.03 -0.05 0.03
C 3.32703 -2.50768 -3.43678 -0.01 -0.03 0.01
O 1.81236 -1.24280 -1.30890 0.57 0.03 -0.61
H 4.63004 -3.89982 -0.66436 0.00 0.00 0.02
H 3.91900 -2.81266 0.55617 0.00 -0.05 0.02
H 5.00609 -2.16263 -0.71576 -0.02 0.00 0.00
H 1.90782 -5.00522 -1.74092 -0.02 0.00 0.01
H 0.59547 -3.81464 -2.00596 0.01 -0.01 -0.03
H 1.19174 -4.10571 -0.36595 0.01 -0.01 0.02
H 3.81711 -3.43604 -3.72855 0.00 0.00 -0.01
H 4.02722 -1.67881 -3.52085 -0.01 0.00 0.00
H 2.46147 -2.33048 -4.07212 0.00 0.01 0.00
```
Positions in Å, forces in eV/Å.

The charge is +2. The value obtained for the orbital gap (spin up / spin down) is 7.40 / 4.18 eV. The calculation puts the HOMO energy (spin up / spin down) at -12.5 / -12.5 eV. Its spin multiplicity is 2. As for the total energy: -8966.5555 a.u.


Molecular formula: C7H15NO
Method: DFT, the ωB97M-V functional and the def2-TZVPD basis

The geometry in XYZ format:
```
24
Properties=species:S:1:pos:R:3:forces:R:3
C 1.88411 0.77888 0.28969 -0.45 -1.47 -0.80
C -3.09737 -0.52171 -0.51072 0.29 0.00 -0.34
C 2.95879 0.01459 -0.43574 0.12 0.06 0.09
C 0.32960 -1.76690 -0.65807 -0.25 -0.31 -0.33
C -0.82053 1.59837 1.37280 0.22 0.31 0.10
N -2.26065 -0.69918 0.65027 0.67 1.05 0.93
C 0.13443 -0.47674 -0.00188 4.85 1.94 0.07
C -0.47550 0.35307 0.69209 -5.24 -1.78 -0.13
O 1.74626 2.08460 -0.15921 -0.45 -0.19 -0.08
H 1.59764 2.06886 -1.11269 0.07 0.02 0.04
H -2.08518 -1.69376 0.78357 0.33 0.20 -0.04
H 2.03062 0.81710 1.36678 -0.21 -0.11 -0.05
H -4.04609 -1.07484 -0.41876 0.10 0.12 0.10
H -3.35048 0.53657 -0.62876 -0.03 -0.04 -0.03
H -2.65410 -0.85956 -1.47069 -0.02 0.13 0.03
H 3.91675 0.54685 -0.38244 -0.08 -0.01 0.02
H 3.09669 -0.97471 -0.00166 -0.02 -0.03 0.01
H 2.71023 -0.11315 -1.49296 0.00 0.02 0.00
H 0.43198 -2.57406 0.06967 -0.08 0.07 0.04
H -0.51725 -1.99031 -1.31179 -0.08 0.00 0.16
H 1.21446 -1.79802 -1.29343 0.06 0.21 0.07
H -0.62608 2.46681 0.74161 0.12 -0.11 0.03
H -1.87996 1.57851 1.62271 0.10 -0.16 0.03
H -0.23839 1.69872 2.28962 -0.02 0.09 0.04
```
Positions in Å, forces in eV/Å.

The value obtained for the orbital gap (spin up / spin down) is 7.23 / 7.22 eV. The calculation puts the HOMO energy (spin up / spin down) at -6.5 / -6.5 eV. As for the total energy: -405.4889 a.u.